# 1
Formula: C5H15N2O
Source: the OMol25 dataset
Level of theory: the ωB97M-V functional and the def2-TZVPD basis

```
23
C5H15N2O the ωB97M-V functional and the def2-TZVPD basis
C -1.89 0.43 -0.60
N -1.69 1.11 -1.89
C -0.64 -0.37 -0.31
N 0.42 0.73 -0.05
C 0.83 0.63 1.39
C 0.59 -0.81 1.75
C -0.73 -1.14 1.00
H -2.77 -0.21 -0.65
H -2.19 1.22 0.07
H -1.22 0.50 -2.55
H -2.57 1.36 -2.33
H -0.38 -1.02 -1.14
H -0.04 1.61 -0.25
H 1.30 0.63 -0.57
H 0.18 1.28 1.98
H 1.85 0.98 1.55
H 1.37 -1.46 1.34
H 0.46 -0.98 2.82
H -0.78 -2.22 0.93
H -1.47 -0.68 1.62
H 3.12 -1.28 -1.13
H 3.32 0.03 -1.89
O 2.93 -0.34 -1.08
```

Computed properties:
Net charge: +1
Energy above the lowest of the compared OMol25 structures with the same formula, charge and spin in kcal per mole: 11.89
Gap between HOMO and LUMO in eV: 10.6

=====

# 2
Formula: C5H15N2O
Source: the OMol25 dataset
Level of theory: the ωB97M-V functional and the def2-TZVPD basis

```
23
C5H15N2O the ωB97M-V functional and the def2-TZVPD basis
C 3.41 0.57 -0.94
C 2.27 1.07 -0.08
C 1.62 0.36 0.91
C 1.93 -0.94 1.34
N -3.32 0.95 0.55
C -3.05 0.08 -0.60
N -1.85 0.50 -1.22
H 4.00 -0.16 -0.39
H 2.96 -0.02 -1.75
H 4.14 1.37 -1.24
H 1.89 2.06 -0.28
H -2.46 1.06 1.09
H -2.84 -0.99 -0.34
H 0.85 0.82 1.53
H 2.60 -1.55 0.74
H 1.92 -1.13 2.47
H -3.82 1.82 0.41
H -3.98 0.12 -1.23
H -1.85 1.20 -1.96
H -1.15 -0.21 -1.37
H -0.22 -2.92 -0.11
H 0.46 -1.75 0.66
O -0.41 -2.08 0.34
```

Computed properties:
Spin multiplicity: 2
Net charge: +2
Energy above the lowest of the compared OMol25 structures with the same formula, charge and spin in kcal per mole: 101.09
Gap between HOMO and LUMO (spin up / spin down) in eV: 8.4 / 7.2

=====

# 3
Formula: C5H15N2O2
Source: the OMol25 dataset
Level of theory: the ωB97M-V functional and the def2-TZVPD basis

```
24
C5H15N2O2 the ωB97M-V functional and the def2-TZVPD basis
C 1.19 -1.38 -0.95
N 2.09 -0.51 -1.69
C -0.16 -0.76 -0.51
C -1.06 -1.89 0.01
C -2.39 -1.45 0.64
N 0.06 0.33 0.46
C -0.77 1.54 0.37
O -2.09 1.51 0.65
H 0.88 -2.19 -1.60
H 1.70 -1.80 -0.08
H 1.56 0.06 -2.35
H 2.53 0.16 -1.04
H -0.62 -0.31 -1.40
H -1.33 -2.56 -0.80
H -0.52 -2.48 0.75
H -2.24 -1.26 1.71
H -2.82 -0.58 0.17
H -3.09 -2.25 0.49
H -0.01 -0.03 1.39
H -0.63 1.96 -0.63
H -0.34 2.22 1.13
H 1.86 2.29 0.28
H 2.76 1.34 1.00
O 2.59 2.28 0.91
```

Computed properties:
Spin multiplicity: 2
Net charge: 0
Energy above the lowest of the compared OMol25 structures with the same formula, charge and spin in kcal per mole: 0.00
Gap between HOMO and LUMO (spin up / spin down) in eV: 10.0 / 7.4

=====

# 4
Formula: C5H15N2S
Source: the OMol25 dataset
Level of theory: the ωB97M-V functional and the def2-TZVPD basis

```
23
C5H15N2S the ωB97M-V functional and the def2-TZVPD basis
N -1.08 2.58 -0.14
C 0.09 2.08 -0.96
C -0.20 0.73 -1.84
C -1.00 -0.46 -1.06
S -0.01 -2.05 -0.90
C 0.71 -2.29 0.81
C 0.15 -1.25 1.96
N 0.56 0.21 1.71
H -1.96 2.05 -0.32
H -0.85 2.64 0.88
H 1.03 2.03 -0.26
H 0.33 2.95 -1.74
H 0.86 0.30 -2.17
H -0.73 1.02 -2.86
H -1.43 -0.07 -0.02
H -1.97 -0.72 -1.70
H 1.11 -1.90 -1.76
H 0.45 -3.38 1.21
H 1.88 -2.23 0.72
H 0.70 -1.55 2.97
H -1.00 -1.37 2.18
H 1.21 0.53 2.46
H 1.14 0.14 0.82
```

Computed properties:
Net charge: +1
Energy above the lowest of the compared OMol25 structures with the same formula, charge and spin in kcal per mole: 104.66
Gap between HOMO and LUMO in eV: 8.4

=====

# 5
Formula: C5H15N3
Source: the OMol25 dataset
Level of theory: the ωB97M-V functional and the def2-TZVPD basis

```
23
C5H15N3 the ωB97M-V functional and the def2-TZVPD basis
C -1.71 -0.76 0.33
C -1.99 0.74 0.22
C -1.21 1.40 -0.93
C 0.30 1.31 -0.78
N 0.93 1.37 0.50
C 2.72 -0.40 1.38
N 3.11 -1.42 0.74
N -2.05 -1.49 -0.89
H -0.69 -0.93 0.66
H -2.38 -1.17 1.06
H -3.08 0.83 0.10
H -1.70 1.20 1.16
H -1.58 2.44 -1.02
H -1.55 0.91 -1.85
H 0.79 1.82 -1.65
H 1.11 0.41 0.01
H 0.78 -1.79 -2.12
H 1.77 -0.41 1.89
H 3.33 0.50 1.47
H 4.11 -1.39 0.58
H 0.52 -2.23 -1.58
H -1.74 -2.45 -0.88
H -1.65 -1.07 -1.72
```

Computed properties:
Spin multiplicity: 2
Net charge: -1
Energy above the lowest of the compared OMol25 structures with the same formula, charge and spin in kcal per mole: 86.92
Gap between HOMO and LUMO (spin up / spin down) in eV: 5.3 / 6.2

=====

# 6
Formula: C5H15N3
Source: the OMol25 dataset
Level of theory: the ωB97M-V functional and the def2-TZVPD basis

```
23
C5H15N3 the ωB97M-V functional and the def2-TZVPD basis
N 1.06 -1.21 -2.82
C 0.73 -0.65 -1.52
C 0.07 -1.60 -0.50
N -0.64 -0.90 0.56
C -1.90 -0.29 0.14
C 0.26 -0.05 1.31
C 0.52 1.57 1.10
N -0.42 2.38 1.83
H 1.49 -2.12 -2.68
H 1.59 -0.57 -3.39
H -0.06 0.08 -1.78
H 1.49 -0.05 -1.03
H 0.70 -2.36 0.06
H -0.67 -2.30 -0.97
H -1.92 0.74 -0.30
H -2.51 -0.04 1.04
H -2.45 -0.88 -0.60
H 1.26 -0.48 1.32
H -0.08 -0.10 2.37
H 1.57 1.64 1.28
H 0.56 1.64 0.01
H -0.31 3.37 1.74
H -0.35 2.18 2.81
```

Computed properties:
Spin multiplicity: 2
Net charge: -1
Energy above the lowest of the compared OMol25 structures with the same formula, charge and spin in kcal per mole: 31.14
Gap between HOMO and LUMO (spin up / spin down) in eV: 2.6 / 8.7

=====

Here are the calculated max |F| numbers, same order: 2.30, 3.83, 1.21, 2.76, 2.50, 3.61 (eV/Å).